Record 1
54
Properties=species:S:1:pos:R:3:mulliken_charge:R:1 method="wB97M-V/def2-TZVPD" e_homo_ev=-15.22 orbital_gap_ev=6.489 charge=+2 fmax_ev_per_a=4.4 mol_weight_g_mol=678.76 e_above_lowest_ev=0.000 multiplicity=1
C 0.3507 -0.1635 -7.0684 -0.99
C 0.2969 0.3416 -5.6707 0.76
H 1.3781 0.0692 -7.4410 0.30
H -0.3984 0.3430 -7.6976 0.35
H 0.1644 -1.2532 -7.0986 0.29
O 1.2342 0.7416 -5.0062 -0.49
Cl -1.3301 0.3371 -5.0282 -0.19
Bi 0.1246 -0.3382 -0.7198 1.28
P -0.2113 2.5385 -1.1422 0.40
C 1.3409 3.4748 -0.7913 -1.22
C -0.5950 3.2858 -2.7677 -1.14
H -0.7102 4.3713 -2.6443 0.42
H -1.3317 4.4902 -0.2006 0.41
H -1.5137 2.8523 -3.1755 0.34
H -2.4368 3.0717 -0.3075 0.37
H 2.1081 3.1494 -1.5056 0.38
H 0.2275 3.0732 -3.4588 0.37
C -1.4146 3.4019 -0.0457 -1.10
H 1.1435 4.5496 -0.9251 0.42
H -1.2181 3.1559 1.0123 0.30
H 1.6725 3.2779 0.2379 0.38
P -0.1404 -2.8801 -1.5555 0.52
C 1.4491 -3.6538 -1.0763 -1.14
C -1.3432 -3.8953 -0.6053 -1.22
H -1.2632 -2.9177 -3.7127 0.38
H -0.3945 -4.4528 -3.4017 0.42
H 0.4998 -2.9826 -3.8898 0.37
C -0.3478 -3.3597 -3.3015 -1.05
H -2.3583 -3.4861 -0.7274 0.39
H -1.3251 -4.9375 -0.9677 0.44
H 1.3390 -4.7485 -1.1008 0.43
H 1.7237 -3.3346 -0.0616 0.28
H -1.0842 -3.8676 0.4616 0.35
H 2.2327 -3.3488 -1.7841 0.39
C 2.6463 -0.1545 -0.0918 0.19
O 3.5901 -0.4412 0.4893 -0.09
O 0.9167 -1.2624 1.5006 -0.66
C -0.2100 -0.8476 1.9352 0.94
O -1.2736 -0.7899 1.2056 -0.78
C -0.2042 -0.2973 3.3172 0.38
C -1.0277 0.7787 3.6310 -0.40
C -1.0402 1.2807 4.9422 -0.34
C -0.2976 0.6747 5.9542 -0.36
C 0.5863 -0.3579 5.6170 -0.21
C 0.7192 -0.7750 4.2614 -0.46
N 1.2404 -1.1075 6.6445 0.93
O 0.9163 -0.8585 7.8343 -0.52
O 2.0790 -1.9745 6.3263 -0.55
N -1.7880 2.5017 5.1937 0.95
O -2.2694 3.0908 4.1914 -0.57
O -1.9040 2.9043 6.3705 -0.52
H -1.6532 1.2309 2.8753 0.65
H -0.3797 1.0006 6.9897 0.60
H 1.4844 -1.5010 3.9800 0.62


Record 2
54
Properties=species:S:1:pos:R:3:mulliken_charge:R:1 method="wB97M-V/def2-TZVPD" e_homo_ev=-8.40 orbital_gap_ev=8.931 fmax_ev_per_a=1.6 mol_weight_g_mol=464.43 e_above_lowest_ev=0.000 multiplicity=1
Ca -0.5916 0.0002 -0.8558 1.83
C -3.7634 2.6229 -2.1673 -0.99
C -2.5517 1.8000 -1.7505 1.17
O -2.6799 1.0508 -0.7245 -0.91
O -1.4871 1.9473 -2.3723 -0.73
H -4.6711 2.0302 -2.2466 0.30
H -3.5682 3.0675 -3.1429 0.29
H -3.8609 3.4173 -1.4286 0.08
C 0.5881 -3.5024 -3.0505 -1.01
C 0.0497 -2.3109 -2.3132 1.05
O 0.1429 -2.2420 -1.0478 -0.79
O -0.5705 -1.4193 -2.9511 -0.78
H 0.0020 -3.7291 -3.9371 0.35
H 0.6584 -4.3840 -2.4135 0.27
H 1.6092 -3.3003 -3.3887 0.02
C 4.5791 -2.2707 -3.1702 -1.36
C 4.5455 -1.4645 -1.9006 0.31
C 5.0549 -0.0099 -2.0408 -0.43
O 3.8580 0.7367 -2.2116 -0.35
C 2.8261 0.0395 -1.6807 0.43
O 1.7721 0.5369 -1.4262 -0.36
O 3.1355 -1.2498 -1.5820 -0.25
H 5.5897 -2.5749 -3.4360 0.41
H 4.0828 -1.7079 -3.9591 0.36
H 3.9838 -3.1682 -2.9941 0.32
H 4.9536 -1.9378 -1.0115 0.31
H 5.5826 0.0890 -2.9881 0.31
H 5.6596 0.2928 -1.1902 0.28
C -2.8767 5.1814 0.7258 -1.57
C -1.5548 4.7473 1.2705 0.60
C -1.5894 3.9241 2.5584 -0.54
O -0.6407 2.9006 2.3381 -0.33
C -0.4210 2.7893 0.9927 0.61
O 0.1304 1.8431 0.5248 -0.53
O -0.9505 3.8090 0.3386 -0.31
H -3.2354 6.0075 1.3499 0.45
H -3.6424 4.4110 0.7915 0.36
H -2.7429 5.5452 -0.2898 0.36
H -0.8783 5.6024 1.2834 0.26
H -2.5791 3.5492 2.8185 0.31
H -1.2411 4.5282 3.4003 0.28
C -1.8866 -2.8129 4.7016 -1.40
C -0.5402 -2.9508 4.0058 0.45
C -0.5857 -3.8307 2.7710 -0.48
O -0.9468 -2.8799 1.7648 -0.25
C -0.5313 -1.6678 2.1709 0.36
O -0.5539 -0.6815 1.4973 -0.44
O -0.1111 -1.6976 3.4482 -0.31
H -2.7385 -2.6343 4.0452 0.31
H -1.8611 -2.1291 5.5479 0.37
H -2.0949 -3.7816 5.1802 0.40
H 0.1231 -3.2865 4.8020 0.32
H -1.3596 -4.5894 2.8460 0.32
H 0.3791 -4.2557 2.4979 0.26


Record 3
48
Properties=species:S:1:pos:R:3:mulliken_spin:R:1 method="wB97M-V/def2-TZVPD" e_homo_ev="-14.87 / -14.87" s_squared=8.959 orbital_gap_ev="5.771 / 8.091" charge=+2 fmax_ev_per_a=2.6 mol_weight_g_mol=632.21 multiplicity=6
C 2.9897 -1.9650 -1.3952 0.00
I 3.3646 0.6128 -2.3701 0.00
H 2.7632 -3.0383 -1.5217 0.00
H 2.5510 -1.6357 -0.4382 0.00
H 4.0793 -1.8517 -1.3557 0.00
Dy -1.5174 0.2042 -1.3672 5.36
P -1.1236 0.8829 -4.0037 -0.20
C 0.4497 1.5161 -4.6514 0.00
C -1.2566 -0.7076 -4.9007 -0.02
H -3.3540 1.6568 -4.5456 0.00
H -2.2583 1.7646 -5.9640 -0.01
H -2.1580 2.9771 -4.6401 0.00
C -2.3411 1.9206 -4.8785 0.00
H -2.0155 -1.3428 -4.4264 0.00
H -1.5364 -0.5060 -5.9435 0.00
H 0.3231 1.8463 -5.6929 0.00
H 1.2177 0.7326 -4.5924 0.00
H -0.2945 -1.2327 -4.8555 0.00
H 0.7740 2.3632 -4.0353 0.00
C 2.3660 -1.2423 -2.5199 0.00
O 1.4970 -1.5836 -3.2928 0.00
Cl -2.0820 -2.1578 -1.5545 -0.09
C 1.0110 -0.1826 4.6564 0.00
N 1.1324 0.3203 3.3068 0.00
N 0.1410 0.1714 2.3956 0.00
C 0.5949 0.5931 1.1903 -0.01
O -0.1282 0.4980 0.1154 -0.03
C 1.9212 1.0297 1.3722 0.01
C 2.2320 0.7958 2.6962 0.00
C 3.4929 0.9813 3.4455 0.00
C -1.1837 -0.2563 2.7477 0.00
C -1.8933 0.4335 3.7337 0.00
C -3.2299 0.0984 3.9664 0.00
C -3.8289 -0.9363 3.2371 0.00
C -3.1131 -1.6068 2.2409 0.00
C -1.7905 -1.2549 1.9876 0.00
H 1.9646 0.0014 5.1578 0.00
H 0.8082 -1.2629 4.6844 0.00
H 0.2253 0.3426 5.2090 0.00
H 2.5318 1.4241 0.5803 0.00
H 3.3588 1.6275 4.3247 0.00
H 3.9208 0.0270 3.7895 0.00
H 4.2339 1.4568 2.7924 0.00
H -1.4043 1.2263 4.2983 0.00
H -3.8005 0.6512 4.7135 0.00
H -4.8617 -1.2192 3.4378 0.00
H -3.5670 -2.4025 1.6481 0.00
H -1.2056 -1.7707 1.2176 0.00


Record 4
68
Properties=species:S:1:pos:R:3:mulliken_spin:R:1 method="wB97M-V/def2-TZVPD" e_homo_ev="-0.63 / -4.48" s_squared=0.753 orbital_gap_ev="2.514 / 6.364" charge=-1 fmax_ev_per_a=6.3 mol_weight_g_mol=668.37 multiplicity=2
C 17.0334 -1.7925 15.0150 0.01
C 18.4351 -2.4241 14.8527 0.00
O 19.2432 -1.3134 14.5450 0.00
C 18.6038 -0.2031 14.9765 0.00
O 19.1996 0.8277 15.1440 0.00
O 17.3358 -0.4850 15.2726 -0.01
F 18.4250 -3.0629 13.7398 0.00
H 16.4418 -2.2662 15.7983 0.02
H 16.5447 -1.8139 14.0409 -0.01
H 18.9366 -3.1140 15.5315 0.00
C 9.6587 -5.3079 9.8463 0.00
C 9.6354 -4.5011 11.1438 0.00
O 10.9730 -4.4666 11.4354 0.00
C 11.6237 -5.5594 10.8749 0.02
O 12.7593 -5.8753 11.1580 -0.01
O 10.8089 -6.1409 9.9743 0.00
F 9.0073 -5.1995 12.0830 0.00
H 9.7258 -4.6279 8.9971 0.00
H 8.8214 -6.0044 9.8029 0.00
H 9.1702 -3.5171 11.0845 0.00
C 9.0459 -2.0286 14.8412 -0.03
C 8.4646 -3.2232 15.5848 -0.02
O 7.3616 -3.3843 14.7332 0.00
C 7.0940 -2.2883 13.9876 0.00
O 6.1600 -2.0202 13.2097 0.00
O 7.9808 -1.3821 14.1362 0.00
F 8.1515 -2.7558 16.7888 0.00
H 9.7137 -2.4672 14.0997 0.03
H 9.6585 -1.2670 15.3236 0.00
H 9.1349 -4.0793 15.6623 0.03
C 16.6784 3.1562 11.9419 0.00
C 15.6772 2.7709 12.9118 0.00
O 16.0218 1.4350 13.1496 0.00
C 16.8033 0.9740 12.1388 0.00
O 17.1717 -0.1908 12.0565 0.00
O 17.1058 1.9429 11.3157 0.00
F 14.4575 2.7492 12.4086 0.00
H 17.5203 3.5062 12.5391 0.00
H 16.3639 3.9836 11.3058 0.00
H 15.7193 3.2904 13.8691 0.00
C 11.7297 -6.2938 15.0618 0.06
N 12.2506 -4.8988 14.7477 0.43
O 13.4064 -4.6774 14.4331 0.25
O 11.4901 -3.9760 14.9502 0.22
H 10.6760 -6.0344 15.1639 0.01
H 12.2221 -6.5786 15.9916 -0.04
H 11.7869 -7.0570 14.2856 0.02
C 12.9434 0.0269 8.7472 0.00
N 11.9991 -1.1031 8.9251 0.00
O 11.2874 -1.3680 8.0025 0.00
O 11.9440 -1.6167 10.0462 0.00
H 13.5280 0.2759 9.6328 0.00
H 12.3913 0.9467 8.5544 0.00
H 13.5717 -0.2115 7.8889 0.00
C 13.3691 -1.7860 12.7679 0.01
N 12.5878 -0.5673 12.9419 0.00
O 13.2034 0.4988 12.8603 0.00
O 11.4520 -0.6892 13.3332 0.00
H 14.3038 -1.6351 12.2278 0.00
H 12.8121 -2.6262 12.3532 -0.04
H 13.7027 -2.0484 13.7719 0.03
C 14.2775 1.0375 16.2341 0.01
N 13.1112 0.1440 16.3667 0.03
O 12.1805 0.5620 17.0308 0.00
O 13.2927 -1.0132 15.9961 -0.01
H 13.9058 2.0098 15.9110 0.00
H 15.0652 0.6358 15.5968 -0.01
H 14.7547 1.2812 17.1833 0.00